Density functional theory data (ωB97M-V/def2-TZVPD) for a molecular structure, C39H44ClCoN6O3.

Each line ends with the Löwdin spin population.
Cartesian coordinates (Å):
Co1 0.76 -0.47 0.83  0.9876
C1 -2.44 5.13 3.54  0.0000
C2 -1.89 4.03 2.68  -0.0001
C3 -1.80 4.14 1.31  0.0003
C4 -1.32 3.10 0.50  0.0006
C5 -1.23 3.36 -0.90  0.0033
N1 -0.87 2.55 -1.83  0.0006
C6 -0.82 2.94 -3.24  0.0005
C7 0.47 2.56 -3.95  0.0007
C8 1.76 3.11 -3.35  0.0189
N2 2.14 2.37 -2.18  0.1893
C9 3.37 2.54 -1.60  0.3033
C10 3.97 1.71 -0.64  0.0194
C11 5.30 1.94 -0.23  0.1721
C12 5.99 1.12 0.66  0.0106
C13 7.43 1.40 1.00  -0.0065
C14 5.34 0.02 1.17  0.1808
C15 3.98 -0.24 0.84  0.0183
C16 3.36 -1.41 1.40  -0.0007
N3 2.11 -1.76 1.34  -0.0191
C17 1.74 -3.00 2.03  -0.0011
C18 0.63 -2.77 3.06  0.0006
C19 0.66 -1.39 3.68  0.0022
N4 0.19 -0.37 2.72  0.0043
C20 -0.42 0.63 3.22  -0.0011
C21 -0.91 1.79 2.49  0.0001
C22 -1.43 2.84 3.24  0.0008
C23 -0.87 1.87 1.07  0.0018
O1 -0.47 0.92 0.31  -0.0065
C24 3.27 0.59 -0.04  0.0316
O2 2.01 0.41 -0.32  0.0246
H1 -2.54 6.06 2.98  0.0000
H2 -1.79 5.33 4.40  0.0000
H3 -3.43 4.88 3.93  0.0000
H4 -2.12 5.06 0.83  0.0000
H5 -1.50 4.36 -1.23  0.0002
H6 -0.64 1.58 -1.57  0.0001
H7 -0.97 4.02 -3.27  0.0002
H8 -1.66 2.47 -3.74  0.0000
H9 0.38 2.92 -4.98  0.0000
H10 0.55 1.48 -4.00  0.0001
H11 1.65 4.18 -3.11  0.0047
H12 2.54 3.05 -4.12  0.0061
H13 1.66 1.52 -1.93  0.0030
H14 3.94 3.39 -1.97  0.0192
H15 5.81 2.80 -0.64  0.0071
H16 7.66 2.46 0.89  -0.0004
H17 8.11 0.84 0.36  -0.0027
H18 7.65 1.12 2.03  -0.0010
H19 5.85 -0.66 1.85  0.0113
H20 4.04 -2.08 1.92  -0.0013
H21 2.62 -3.41 2.52  -0.0005
H22 1.40 -3.74 1.30  -0.0001
H23 0.72 -3.52 3.84  0.0000
H24 -0.36 -2.91 2.61  0.0004
H25 1.67 -1.12 3.99  0.0001
H26 0.02 -1.37 4.57  0.0002
H27 -0.59 0.66 4.30  -0.0001
H28 -1.46 2.72 4.32  0.0001
C25 -1.41 -0.99 -4.49  0.0000
C26 -0.47 -1.00 -3.31  -0.0001
O3 -0.47 -0.11 -2.46  -0.0001
N5 0.40 -2.04 -3.27  0.0001
C27 1.23 -2.32 -2.09  0.0006
C28 0.46 -3.23 -1.16  0.0018
C29 0.56 -4.61 -1.26  0.0010
C30 -0.29 -5.40 -0.52  0.0010
C31 -1.23 -4.79 0.29  0.0013
C32 -1.24 -3.41 0.36  0.0127
N6 -0.40 -2.63 -0.32  0.0180
H29 -2.20 -0.26 -4.31  0.0001
H30 -1.86 -1.97 -4.64  0.0000
H31 -0.87 -0.72 -5.39  0.0000
H32 0.26 -2.78 -3.92  0.0000
H33 1.48 -1.38 -1.61  0.0005
H34 2.15 -2.80 -2.43  0.0000
H35 1.29 -5.05 -1.93  0.0001
H36 -0.24 -6.48 -0.58  0.0001
H37 -1.94 -5.37 0.87  0.0001
H38 -1.95 -2.89 1.00  0.0079
Cl1 -4.31 -2.11 -2.23  0.0231
C33 -5.06 -1.87 -0.67  0.1201
C34 -6.34 -2.35 -0.48  -0.0161
C35 -6.96 -2.19 0.75  0.1465
C36 -6.29 -1.55 1.79  -0.0126
C37 -5.01 -1.07 1.60  0.1173
C38 -4.34 -1.21 0.36  0.0472
C39 -3.04 -0.72 0.18  0.4851
H39 -6.85 -2.85 -1.30  -0.0036
H40 -7.97 -2.57 0.89  0.0089
H41 -6.78 -1.43 2.75  -0.0039
H42 -4.49 -0.57 2.41  0.0042
H43 -2.54 -0.24 1.01  0.0274
H44 -2.51 -0.80 -0.75  0.0274

The calculation puts the molar mass at 739.21 g mol⁻¹. For the HOMO-LUMO gap (alpha / beta), the calculation gives 4.462 / 6.827 eV. The spin multiplicity is 4. The net charge is +1.

=====

Density functional theory data (ωB97M-V/def2-TZVPD) for a molecular structure, C39H45CdNP2Se2.

Each line ends with the Mulliken charge.
Cartesian coordinates (Å):
Cd1 1.98 1.07 1.05  0.5152
C1 -1.98 -0.20 2.44  -0.9441
C2 -1.02 -1.31 2.00  -0.8226
P1 -1.28 -1.66 0.18  1.4460
C3 0.36 -2.34 -0.33  0.1704
C4 0.96 -3.35 0.41  -0.1745
C5 2.07 -4.02 -0.08  -0.9231
C6 2.55 -3.72 -1.34  -1.0859
C7 1.98 -2.71 -2.09  -0.5131
C8 0.90 -1.97 -1.58  0.3091
C9 -2.18 -3.28 0.29  0.3797
C10 -1.95 -4.28 -0.65  -0.4066
C11 -2.62 -5.49 -0.58  -0.8164
C12 -3.54 -5.72 0.43  -0.5009
C13 -3.80 -4.72 1.36  -0.7536
C14 -3.14 -3.50 1.28  -0.5393
C15 -1.58 1.26 2.13  -0.8982
P2 -0.96 1.77 0.44  0.6833
C16 -2.51 2.14 -0.47  0.3088
C17 -2.38 2.96 -1.59  -0.7423
C18 -3.47 3.27 -2.38  -0.6392
C19 -4.72 2.74 -2.08  -0.5170
C20 -4.85 1.88 -1.00  -0.6550
C21 -3.75 1.57 -0.20  -0.1558
C22 -0.61 3.54 0.91  0.7803
C23 -1.57 4.33 1.55  -0.4597
C24 -1.26 5.60 1.99  -0.6986
C25 0.00 6.13 1.78  -0.4672
C26 0.94 5.39 1.07  -0.7302
C27 0.64 4.11 0.65  -0.1756
H1 -2.10 -0.24 3.53  0.4467
H2 -2.96 -0.42 2.00  0.2065
H3 -1.22 -2.23 2.55  0.7530
H4 0.01 -1.01 2.17  -0.0783
H5 0.55 -3.63 1.37  0.3442
H6 2.54 -4.80 0.51  0.4544
H7 3.38 -4.28 -1.76  0.4123
H8 2.35 -2.48 -3.08  0.5678
H9 -0.48 -0.54 -1.87  -0.3794
H10 -1.22 -4.12 -1.44  0.2191
H11 -2.41 -6.26 -1.31  0.4142
H12 -4.05 -6.67 0.50  0.3713
H13 -4.52 -4.89 2.15  0.4099
H14 -3.37 -2.73 2.00  0.2565
H15 -0.75 1.55 2.78  0.4996
H16 -2.44 1.90 2.38  0.5539
H17 -1.40 3.38 -1.83  0.3690
H18 -3.36 3.93 -3.23  0.4229
H19 -5.58 2.99 -2.68  0.3859
H20 -5.82 1.45 -0.76  0.4325
H21 -3.87 0.90 0.64  0.0698
H22 -2.57 3.95 1.69  0.2351
H23 -2.01 6.19 2.50  0.4096
H24 0.25 7.12 2.14  0.3818
H25 1.91 5.82 0.85  0.4190
H26 1.38 3.54 0.10  0.3081
C28 2.28 0.60 6.01  -1.2269
Se1 2.18 0.85 4.04  0.0876
C29 3.50 -0.58 3.69  -0.6541
C30 4.95 -0.12 3.70  -0.8643
Se2 5.69 0.34 1.93  0.0345
C31 5.40 2.27 1.96  -0.8355
H27 1.90 -0.38 6.28  0.3443
H28 1.65 1.37 6.46  0.3580
H29 3.30 0.72 6.36  0.2977
H30 3.23 -1.03 2.73  0.2141
H31 3.33 -1.31 4.48  0.4281
H32 5.59 -0.92 4.06  0.4267
H33 5.10 0.75 4.33  0.3343
H34 6.24 2.76 2.46  0.3171
H35 4.47 2.49 2.48  0.1855
H36 5.34 2.60 0.93  0.2989
C32 2.81 0.37 -3.24  -1.0691
C33 1.71 -0.08 -4.15  0.5247
C34 1.80 0.13 -5.52  -0.8787
C35 0.74 -0.19 -6.36  -0.8425
C36 -0.43 -0.72 -5.84  -0.9009
C37 -0.54 -0.96 -4.48  1.0126
C38 -1.81 -1.51 -3.88  -1.0502
C39 0.54 -0.65 -3.64  0.0339
N1 0.41 -0.85 -2.24  0.7639
H37 3.70 0.66 -3.81  0.3803
H38 3.10 -0.40 -2.52  0.3037
H39 2.48 1.23 -2.65  0.1417
H40 2.69 0.58 -5.94  0.4012
H41 0.83 -0.02 -7.43  0.4077
H42 -1.26 -0.95 -6.49  0.4048
H43 -2.49 -1.85 -4.66  0.4437
H44 -2.32 -0.76 -3.28  0.2882
H45 -1.59 -2.36 -3.22  0.0295

The calculation puts the molar mass at 860.08 g mol⁻¹. For the HOMO-LUMO gap, the calculation gives 7.003 eV. The spin multiplicity is 1. The net charge is 0.

=====

Density functional theory data (ωB97M-V/def2-TZVPD) for a molecular structure, C39H45IN3O2P2PtS3.

Each line ends with the Mulliken charge.
Cartesian coordinates (Å):
Pt1 0.46 -0.14 -0.13  3.2761
C1 2.84 2.03 -2.90  -1.1667
C2 1.37 2.37 -3.13  0.5309
C3 1.13 2.68 -4.61  -1.4622
P1 0.29 1.03 -2.34  -0.1872
C4 -0.33 -0.19 -3.62  1.2779
C5 -1.32 0.21 -4.71  -1.7661
C6 0.87 -0.93 -4.21  -1.6719
C7 -1.13 2.09 -1.86  0.1786
C8 -2.00 2.71 -2.73  -0.3482
C9 -3.04 3.51 -2.28  -1.1232
C10 -3.23 3.67 -0.91  -0.7576
C11 -2.35 3.10 -0.02  -0.1350
C12 -1.25 2.35 -0.47  -0.4251
N1 -0.32 1.84 0.40  -0.2254
C13 0.20 2.52 1.43  0.6479
C14 0.09 3.92 1.56  -0.7543
C15 0.68 4.59 2.61  -0.9029
C16 1.41 3.91 3.57  -1.2225
C17 1.58 2.54 3.43  -0.7931
C18 1.00 1.84 2.39  0.0194
P2 1.28 0.05 2.15  -0.0822
C19 0.62 -0.68 3.74  1.5067
C20 1.39 -0.43 5.03  -1.7150
C21 -0.82 -0.20 3.88  -1.6804
C22 3.14 0.01 2.19  0.8567
C23 3.73 -1.37 2.44  -1.8330
C24 3.56 0.54 0.82  -1.7801
H1 3.48 2.82 -3.30  0.4707
H2 3.09 1.10 -3.40  0.2839
H3 3.04 1.91 -1.84  0.0612
H4 1.13 3.27 -2.55  0.5311
H5 1.40 1.84 -5.23  0.2362
H6 1.76 3.53 -4.90  0.4932
H7 0.10 2.96 -4.80  0.2622
H8 -0.86 -0.90 -2.97  -0.1150
H9 -0.91 0.97 -5.37  0.2256
H10 -2.25 0.57 -4.28  0.4406
H11 -1.54 -0.67 -5.30  0.5079
H12 1.28 -0.41 -5.08  0.3655
H13 0.57 -1.93 -4.50  0.4967
H14 1.65 -1.04 -3.45  0.3136
H15 -1.87 2.59 -3.80  0.4000
H16 -3.71 3.98 -2.98  0.4155
H17 -4.06 4.25 -0.54  0.3921
H18 -2.49 3.23 1.05  0.6587
H19 -0.44 4.48 0.80  0.5095
H20 0.57 5.66 2.68  0.3914
H21 1.86 4.43 4.40  0.4307
H22 2.19 2.02 4.15  0.4142
H23 0.61 -1.76 3.55  0.0457
H24 1.25 0.59 5.38  0.3518
H25 2.46 -0.61 4.91  0.3894
H26 1.02 -1.10 5.81  0.4605
H27 -0.84 0.85 4.18  0.3107
H28 -1.35 -0.78 4.64  0.4944
H29 -1.35 -0.29 2.93  0.2390
H30 3.48 0.71 2.96  0.5546
H31 3.58 -2.01 1.58  0.3581
H32 3.25 -1.86 3.29  0.3467
H33 4.80 -1.28 2.65  0.5125
H34 3.12 -0.10 0.04  0.1630
H35 4.64 0.54 0.70  0.5921
H36 3.20 1.56 0.68  0.2951
S1 3.41 -8.53 2.50  -0.4872
C25 2.46 -7.19 2.35  0.2906
S2 3.16 -5.60 2.12  -0.1858
C26 1.48 -4.93 1.98  -0.2662
N2 0.61 -5.85 2.14  -0.7723
N3 1.11 -7.09 2.34  0.5447
C27 0.15 -8.10 2.47  0.3342
C28 -1.17 -7.75 2.14  -0.1096
C29 -2.19 -8.67 2.26  -0.5388
C30 -1.91 -9.95 2.70  -0.4007
C31 -0.62 -10.30 3.03  -0.7096
C32 0.42 -9.39 2.92  -0.4122
S3 1.17 -3.33 1.68  -0.1821
H37 -1.36 -6.74 1.82  0.5190
H38 -3.20 -8.38 2.02  0.3636
H39 -2.71 -10.67 2.79  0.3690
H40 -0.40 -11.29 3.39  0.3487
H41 1.42 -9.68 3.19  0.2065
I1 -4.62 -4.51 2.64  -0.0121
C33 -3.14 -3.96 1.22  -0.2571
C34 -2.77 -4.87 0.24  -0.4421
C35 -1.81 -4.50 -0.67  -0.6271
C36 -1.22 -3.24 -0.61  0.8118
C37 -1.64 -2.34 0.35  0.3181
C38 -2.60 -2.69 1.28  -1.2898
C39 -0.13 -2.88 -1.63  -0.0940
O1 -0.18 -3.46 -2.71  -0.7362
O2 0.74 -2.03 -1.29  -0.9803
H42 -3.23 -5.84 0.18  0.5740
H43 -1.49 -5.17 -1.46  0.4515
H44 -1.18 -1.34 0.39  0.4204
H45 -2.91 -1.99 2.04  0.3898

The calculation puts the molar mass at 1067.94 g mol⁻¹. For the HOMO-LUMO gap, the calculation gives 5.446 eV. The spin multiplicity is 1. The net charge is -1. The energy relative to the best compared isomer or geometry (same formula, charge and spin) comes out at 22.3 kJ/mol.